1.
Molecular formula: C5H12O2
Method: DFT, ωB97M-V/def2-TZVPD

The geometry in XYZ format:
```
19
Properties=species:S:1:pos:R:3:forces:R:3:nbo_charge:R:1
C -1.448 -0.828 0.893 -2.06 1.42 -0.89 -0.084
O -1.971 -1.855 0.061 0.51 -0.58 -0.20 -0.737
C -0.918 0.398 0.079 3.29 -1.30 0.64 -0.437
C -0.627 0.078 -1.428 1.45 2.02 0.03 -0.450
C 0.088 -1.138 -2.001 -0.94 0.90 -0.67 -0.147
C 0.685 -2.075 -1.319 1.62 -0.35 -1.56 -0.437
H -0.801 -1.376 1.568 0.35 0.63 0.22 0.192
H -2.290 -0.290 1.358 0.22 -1.03 1.02 0.169
H -2.888 -1.771 -0.185 -0.32 0.51 0.16 0.474
H -1.479 1.289 0.297 -1.18 0.09 -0.87 0.217
H 0.032 0.833 0.573 -0.70 -1.33 -0.71 0.203
H 0.073 0.936 -1.688 -0.72 -0.78 -0.14 0.218
H -1.474 0.273 -2.046 -0.92 0.04 -0.25 0.210
H 0.095 -1.161 -3.074 -0.03 0.25 -0.57 0.185
H 1.419 -2.791 -1.845 -1.54 0.91 1.61 0.224
H 0.524 -1.725 -0.344 0.96 -1.40 2.21 0.200
H 4.218 3.226 2.790 0.50 -1.22 0.03 0.467
H 2.974 3.919 3.477 2.63 0.32 -2.01 0.472
O 3.788 4.059 2.837 -3.13 0.90 1.99 -0.939
```
Positions in Å, forces in eV/Å.

Max |F| in eV Å⁻¹: 3.8
HOMO energy in eV: -9.20
LUMO in Ha: 0.0242
SMILES: C=CCCCO.O
Charge: 0
HOMO-LUMO gap in eV: 9.86

2.
Molecular formula: C2H3N2OP
Method: DFT, ωB97M-V/def2-TZVPD

The geometry in XYZ format:
```
9
Properties=species:S:1:pos:R:3:forces:R:3:nbo_charge:R:1
C -1.958 -0.577 0.146 -2.08 0.41 -2.69 0.475
C 0.634 0.446 0.089 -2.47 1.33 -0.42 0.024
N -1.705 0.761 -0.233 -0.52 0.22 0.91 -0.421
N -0.436 0.922 -0.148 2.25 -1.36 0.48 -0.057
O -1.109 -1.420 0.214 0.51 -0.77 1.07 -0.578
P 2.201 -0.276 -0.077 1.24 0.45 0.94 0.369
H -3.091 -0.807 0.007 1.68 0.37 0.83 0.138
H 2.896 0.337 1.151 -0.83 -0.42 -1.84 0.025
H 2.569 0.615 -1.150 0.22 -0.21 0.72 0.025
```
Positions in Å, forces in eV/Å.

Max |F| in eV Å⁻¹: 3.4
HOMO energy in eV: -9.15
LUMO in Ha: 0.0038
SMILES: O=C/N=N\C#[PH2]
Charge: 0
HOMO-LUMO gap in eV: 9.25

3.
Molecular formula: C31H11F15GeN3O5PdS2
Method: DFT, ωB97M-V/def2-TZVPD

The geometry in XYZ format:
```
69
Properties=species:S:1:pos:R:3:forces:R:3:nbo_charge:R:1
Pd 0.681 0.175 -0.327 -0.92 0.32 0.99 1.288
O -3.286 3.170 3.133 0.01 -0.05 -0.04 -0.614
C -2.494 2.509 2.288 -0.03 0.04 0.05 0.383
C -2.151 3.000 1.023 -0.02 0.00 -0.01 -0.265
C -1.310 2.237 0.247 -0.10 0.10 0.08 0.121
N -0.868 1.073 0.684 0.09 0.24 -0.33 -0.446
C -1.151 0.594 1.884 -0.12 0.04 0.03 0.103
C -1.985 1.278 2.732 0.01 -0.07 0.00 -0.234
C -0.442 -0.699 2.157 0.54 -0.52 -0.27 0.738
O -0.632 -1.404 3.101 -0.15 0.20 0.14 -0.508
O 0.469 -1.042 1.215 0.01 -0.21 0.43 -0.665
C -0.771 2.584 -1.118 0.31 -0.45 -0.40 0.751
O -1.104 3.557 -1.734 -0.10 0.08 0.15 -0.531
O 0.061 1.662 -1.598 0.54 0.35 -0.15 -0.734
H -3.595 4.001 2.753 -0.02 0.02 0.01 0.502
H -2.511 3.949 0.644 0.00 0.00 0.03 0.263
H -2.230 0.879 3.707 -0.01 0.05 0.00 0.274
C 3.456 -0.336 3.451 -0.03 0.03 -0.02 -0.591
C 3.637 1.043 2.794 -0.03 -0.05 -0.12 -0.535
C 2.689 1.203 1.697 0.19 0.30 0.13 0.569
N 1.945 1.297 0.831 0.00 -0.26 0.16 -0.449
H 4.296 -0.516 4.118 -0.02 0.00 0.02 0.240
H 3.428 -1.124 2.701 0.04 0.00 -0.01 0.234
H 2.535 -0.378 4.030 -0.01 0.00 -0.02 0.226
H 4.635 1.154 2.368 -0.02 0.00 -0.03 0.283
H 3.481 1.856 3.503 -0.01 0.02 0.00 0.270
S -1.723 -3.049 -2.089 -0.05 -0.08 -0.12 0.596
C -1.836 -1.656 -3.074 0.00 -0.08 -0.03 -0.415
C -1.053 -0.668 -2.592 0.16 -0.14 0.11 -0.045
N -0.376 -1.041 -1.445 -0.86 -0.33 -0.12 -0.402
C -0.640 -2.277 -1.070 0.07 0.12 -0.15 -0.136
H -2.452 -1.637 -3.957 0.01 0.01 0.01 0.274
H -0.902 0.313 -3.005 0.00 0.04 0.00 0.274
H -0.193 -2.743 -0.208 0.01 0.04 0.05 0.286
F 2.791 2.169 -1.842 0.15 -0.04 0.04 -0.321
C 2.329 1.959 -3.086 0.02 -0.01 -0.12 0.431
C 2.369 0.678 -3.617 -0.02 0.17 -0.03 -0.617
C 1.866 0.527 -4.902 -0.06 0.00 0.05 0.415
F 1.886 -0.661 -5.515 0.05 -0.03 0.03 -0.306
C 1.335 1.590 -5.609 -0.05 -0.02 -0.02 0.245
F 0.842 1.412 -6.830 0.02 -0.01 -0.01 -0.275
C 1.323 2.853 -5.041 -0.03 0.06 -0.02 0.320
F 0.823 3.873 -5.717 -0.02 0.01 -0.01 -0.265
C 1.828 3.047 -3.768 0.01 0.01 -0.04 0.264
F 1.816 4.253 -3.217 -0.02 -0.01 0.03 -0.272
Ge 3.401 -0.641 -2.629 -0.06 -0.07 0.07 1.435
S 2.438 -1.280 -0.719 0.38 0.28 -0.59 -0.377
C 5.109 0.263 -2.380 0.09 0.03 0.07 -0.591
C 5.660 0.673 -1.180 0.01 -0.01 -0.03 0.413
F 5.064 0.387 -0.008 -0.04 -0.02 -0.01 -0.329
C 6.831 1.403 -1.116 0.01 0.00 0.01 0.247
F 7.324 1.791 0.058 -0.01 -0.01 0.01 -0.281
C 7.490 1.736 -2.286 0.07 0.03 0.00 0.315
F 8.614 2.432 -2.236 0.01 0.00 0.00 -0.265
C 6.971 1.343 -3.509 0.02 0.02 -0.03 0.257
F 7.601 1.662 -4.632 -0.02 0.00 0.01 -0.270
C 5.792 0.625 -3.531 0.02 0.01 0.00 0.414
F 5.297 0.272 -4.726 -0.05 -0.03 0.04 -0.306
C 3.597 -2.313 -3.597 -0.03 -0.12 -0.02 -0.577
C 4.803 -2.891 -3.962 -0.04 -0.01 0.00 0.424
F 5.963 -2.299 -3.669 0.00 0.05 0.02 -0.305
C 4.866 -4.104 -4.627 0.02 -0.02 -0.01 0.258
F 6.034 -4.627 -4.975 0.01 0.00 0.02 -0.271
C 3.695 -4.779 -4.921 0.00 -0.07 -0.05 0.315
F 3.741 -5.943 -5.546 0.00 -0.01 -0.01 -0.265
C 2.472 -4.239 -4.558 -0.01 0.00 0.01 0.267
F 1.346 -4.891 -4.836 -0.02 0.02 0.01 -0.279
C 2.448 -3.025 -3.907 0.06 -0.03 -0.04 0.363
F 1.243 -2.525 -3.577 0.01 0.05 0.04 -0.319
```
Positions in Å, forces in eV/Å.

Max |F| in eV Å⁻¹: 1.4
HOMO energy in eV: -11.83
LUMO in Ha: -0.1898
Charge: +1
HOMO-LUMO gap in eV: 6.67

4.
Molecular formula: C26H26F5N3O5
Method: DFT, ωB97M-V/def2-TZVPD

The geometry in XYZ format:
```
65
Properties=species:S:1:pos:R:3:forces:R:3:nbo_charge:R:1
C -4.079 -0.685 3.578 -0.01 -0.14 0.06 -0.622
C -2.825 0.151 3.510 0.23 -0.32 0.13 -0.070
O -1.671 -0.728 3.565 -0.97 0.67 -0.09 -0.532
C -0.516 -0.065 3.269 1.62 -0.13 -0.16 0.720
C 0.619 -0.961 3.440 -0.43 0.46 0.02 -0.362
N 1.893 -0.559 3.183 -0.11 -0.41 -0.13 0.462
O 2.860 -1.348 3.440 -0.69 0.77 -0.28 -0.551
O 2.090 0.564 2.647 0.56 -0.42 0.07 -0.546
O -0.506 1.104 2.915 -0.47 -0.40 0.02 -0.654
H -4.941 -0.016 3.510 -0.04 -0.07 0.02 0.206
H -4.127 -1.391 2.741 0.01 0.05 0.20 0.204
H -4.143 -1.232 4.525 0.01 0.02 -0.22 0.212
H -2.801 0.731 2.579 0.10 -0.06 0.27 0.182
H -2.774 0.842 4.363 0.03 -0.04 -0.31 0.182
H 0.485 -1.930 3.895 0.17 0.09 -0.09 0.213
C -2.696 -0.020 -5.888 0.17 -0.31 -0.26 -0.419
N -2.190 0.571 -4.671 -0.27 0.56 0.29 -0.454
C -2.670 1.760 -4.200 -0.04 0.53 -0.78 0.685
O -3.453 2.506 -4.783 0.80 -1.02 1.03 -0.595
C -1.996 2.002 -2.843 0.01 0.72 -0.79 -0.120
C -2.990 1.898 -1.693 -0.08 -0.50 0.39 -0.433
C -4.076 2.919 -1.824 -0.41 0.47 0.00 -0.152
C -5.365 2.568 -2.231 0.07 -0.19 -0.23 0.366
F -5.647 1.262 -2.481 0.13 0.87 0.17 -0.306
C -6.350 3.522 -2.467 -0.29 -0.02 -0.03 0.277
F -7.571 3.154 -2.907 0.77 0.24 0.31 -0.282
C -6.062 4.872 -2.254 -0.11 0.10 -0.08 0.301
F -7.002 5.809 -2.481 0.61 -0.63 0.18 -0.278
C -4.788 5.250 -1.826 0.04 0.33 0.08 0.261
F -4.504 6.552 -1.620 -0.19 -0.82 -0.16 -0.282
C -3.817 4.274 -1.623 0.17 0.11 -0.11 0.399
F -2.556 4.664 -1.282 -0.89 -0.29 -0.14 -0.315
N -0.954 0.974 -2.821 0.74 0.13 1.53 -0.362
C -0.084 0.906 -1.794 -0.80 0.05 -0.76 0.226
C 0.855 -0.101 -1.623 0.29 -0.70 0.14 -0.391
C 1.760 -0.127 -0.571 0.05 0.54 -0.62 0.090
C 2.847 -1.055 -0.469 0.66 -0.76 0.18 -0.196
C 3.795 -0.939 0.584 -0.62 0.25 -0.18 -0.071
C 4.782 -1.893 0.779 0.26 -0.41 -0.39 -0.212
C 4.921 -2.959 -0.123 -0.33 0.62 0.32 -0.132
C 4.036 -3.066 -1.206 -0.34 0.27 -0.21 -0.258
C 3.014 -2.135 -1.380 0.15 -0.14 0.22 -0.083
C -1.102 -0.026 -3.897 -0.19 -0.47 -0.37 0.337
C -1.532 -1.398 -3.362 -0.17 0.08 0.15 -0.639
C 0.158 -0.155 -4.766 -0.04 0.33 -0.03 -0.639
H -3.559 0.557 -6.227 0.19 -0.04 0.14 0.258
H -1.929 -0.018 -6.672 -0.19 0.04 0.06 0.203
H -2.999 -1.057 -5.703 -0.03 0.20 -0.08 0.205
H -1.557 3.014 -2.829 -0.01 -0.41 -0.13 0.244
H -3.439 0.896 -1.693 0.16 0.20 0.12 0.242
H -2.445 2.043 -0.751 -0.19 -0.08 -0.12 0.248
H -0.148 1.729 -1.070 0.02 -0.30 -0.23 0.241
H 0.859 -0.919 -2.344 0.18 0.47 0.40 0.207
H 1.683 0.656 0.184 0.11 -0.16 0.19 0.265
H 3.713 -0.085 1.248 -0.11 -0.20 0.20 0.274
H 5.439 -1.807 1.644 -0.17 0.01 -0.27 0.242
H 5.714 -3.694 0.016 -0.26 0.17 -0.03 0.223
H 4.139 -3.888 -1.916 -0.02 0.24 0.20 0.220
H 2.328 -2.243 -2.221 0.25 -0.12 0.23 0.186
H -2.484 -1.305 -2.821 0.25 -0.09 -0.15 0.230
H -1.658 -2.087 -4.206 0.01 0.12 0.27 0.229
H -0.783 -1.811 -2.683 -0.24 -0.05 -0.16 0.228
H 0.406 0.822 -5.205 -0.03 -0.27 0.07 0.232
H 1.014 -0.501 -4.183 -0.15 0.05 -0.25 0.227
H -0.032 -0.877 -5.570 0.08 0.21 0.21 0.230
```
Positions in Å, forces in eV/Å.

Max |F| in eV Å⁻¹: 1.7
HOMO energy in eV: -6.80
LUMO in Ha: -0.0845
Charge: 0
HOMO-LUMO gap in eV: 4.50

5.
Molecular formula: C5H7NO
Method: DFT, ωB97M-V/def2-TZVPD

The geometry in XYZ format:
```
14
Properties=species:S:1:pos:R:3:forces:R:3:nbo_charge:R:1
O 1.692 1.257 -1.601 -0.21 0.08 -0.13 -0.667
C 1.010 0.357 -0.848 -0.07 -0.21 0.07 0.225
C 1.444 -0.700 0.155 0.29 -0.05 0.02 -0.257
N -0.011 -1.106 0.201 -0.08 -0.06 -0.03 -0.394
C -0.964 -0.415 1.133 -0.13 0.00 0.32 -0.214
C -1.582 0.375 -0.072 -0.15 0.05 -0.04 -0.437
C -0.269 -0.012 -0.696 -0.03 0.11 -0.25 0.035
H 2.133 -1.493 -0.162 -0.16 0.08 0.06 0.205
H 1.751 -0.319 1.136 0.01 0.11 -0.27 0.205
H -0.443 0.276 1.810 -0.12 -0.08 -0.04 0.181
H -1.612 -1.099 1.689 0.12 0.15 -0.05 0.198
H -1.773 1.442 0.072 0.05 -0.21 -0.04 0.218
H -2.454 -0.108 -0.520 0.10 0.00 0.14 0.219
H 1.077 1.545 -2.296 0.37 0.03 0.23 0.486
```
Positions in Å, forces in eV/Å.

Max |F| in eV Å⁻¹: 0.4
HOMO energy in eV: -7.72
LUMO in Ha: 0.0275
Charge: 0
HOMO-LUMO gap in eV: 8.46